No. 1
{"formula": "C31H45Cl4N6O2P2SV", "method": "ωB97M-V/def2-TZVPD", "symbols": ["V", "Cl", "C", "C", "Cl", "C", "Cl", "C", "O", "C", "O", "C", "Cl", "C", "C", "C", "C", "C", "C", "N", "N", "C", "C", "C", "C", "C", "C", "H", "H", "H", "H", "H", "H", "H", "H", "H", "C", "P", "C", "C", "C", "P", "C", "C", "H", "H", "H", "H", "H", "H", "H", "H", "H", "H", "H", "H", "H", "H", "H", "H", "C", "N", "C", "S", "N", "C", "H", "H", "H", "H", "H", "H", "H", "H", "C", "C", "C", "C", "N", "N", "H", "H", "H", "H", "H", "H", "H", "H", "H", "H", "H", "H"], "positions_angstrom": [[-0.201, -0.613, 0.254], [0.219, 0.951, -6.463], [-0.464, 0.720, -4.867], [-1.707, 1.069, -4.465], [-2.741, 1.671, -5.741], [-2.089, 1.052, -3.060], [-3.572, 1.717, -2.684], [-1.223, 0.636, -2.113], [-1.547, 0.469, -0.788], [0.039, 0.091, -2.504], [0.684, -0.365, -1.415], [0.349, 0.072, -3.837], [1.981, -0.551, -4.242], [0.885, -4.563, -3.887], [-0.405, -4.081, -4.071], [-1.005, -3.421, -3.044], [-0.367, -3.125, -1.914], [0.947, -3.547, -1.738], [1.492, -4.354, -2.661], [-0.996, -2.395, -0.826], [-2.220, -2.708, -0.694], [-2.836, -2.078, 0.325], [-4.143, -2.455, 0.638], [-4.835, -1.748, 1.586], [-4.218, -0.704, 2.289], [-2.848, -0.396, 1.986], [-2.101, -1.090, 1.041], [1.355, -5.142, -4.622], [-0.939, -4.472, -4.900], [-2.105, -3.160, -3.106], [1.360, -3.417, -0.763], [2.395, -4.808, -2.306], [-4.592, -3.260, -0.001], [-5.919, -1.909, 1.773], [-4.708, -0.153, 3.069], [-2.398, 0.329, 2.626], [-0.510, -3.857, 1.816], [0.149, -2.278, 2.346], [-0.644, -2.063, 4.036], [1.911, -2.603, 2.887], [2.847, -2.371, 1.763], [2.373, -0.934, 0.766], [3.622, -1.163, -0.563], [2.955, 0.620, 1.515], [-0.207, -4.676, 2.427], [0.129, -4.161, 0.902], [-1.617, -3.833, 1.630], [-0.134, -2.700, 4.762], [-1.665, -2.378, 4.024], [-0.601, -1.009, 4.260], [1.977, -3.628, 3.335], [2.023, -1.846, 3.635], [2.857, -3.116, 0.969], [3.853, -2.347, 2.074], [3.434, -2.141, -1.010], [4.599, -1.028, -0.220], [3.384, -0.520, -1.427], [3.973, 0.749, 1.750], [2.249, 0.936, 2.284], [2.905, 1.315, 0.665], [2.377, 3.112, -4.142], [2.300, 2.967, -2.672], [1.314, 3.521, -1.966], [1.533, 3.764, -0.297], [0.206, 3.888, -2.632], [-1.040, 4.433, -2.118], [3.239, 2.641, -4.546], [2.449, 4.192, -4.501], [1.487, 2.726, -4.642], [3.149, 2.781, -2.169], [0.228, 3.542, -3.584], [-0.723, 5.187, -1.467], [-1.681, 3.761, -1.523], [-1.502, 4.875, -3.002], [-0.579, 2.500, 4.876], [-0.232, 2.774, 3.390], [1.053, 3.647, 3.163], [-1.420, 3.494, 2.651], [-0.182, 1.380, 2.771], [-0.158, 1.313, 1.329], [-0.774, 3.395, 5.464], [0.330, 2.087, 5.320], [-1.446, 1.838, 4.925], [0.915, 4.675, 3.480], [1.142, 3.711, 2.102], [1.932, 3.222, 3.717], [-1.847, 4.243, 3.292], [-2.144, 2.738, 2.329], [-1.066, 3.933, 1.751], [0.617, 0.859, 3.199], [0.303, 2.140, 0.933], [-1.176, 1.432, 1.069]], "atomic_forces_ev_per_a": [[-0.047, 0.052, -0.980], [-0.595, -0.263, 0.867], [2.379, -1.825, 1.411], [-0.950, 0.962, 0.289], [-0.135, -0.035, 0.857], [0.213, 0.616, -2.966], [-1.503, 0.368, 0.671], [0.212, -1.701, 2.004], [1.104, 0.498, -1.625], [-1.699, 0.422, 1.306], [0.608, -0.226, -0.497], [1.930, 0.536, -1.237], [-1.118, 0.327, 0.182], [-0.686, 0.485, 0.805], [1.463, -1.356, 0.000], [-4.176, 0.786, -1.283], [1.471, 1.293, 2.173], [-2.002, 0.637, 1.183], [1.388, -0.358, -0.347], [-1.034, -0.743, -0.367], [2.054, -0.511, -1.052], [-0.049, 1.034, 1.563], [-0.078, -0.564, -1.538], [-1.530, 0.837, 1.107], [1.950, -0.720, -1.418], [-1.203, -0.743, 0.684], [-1.019, 0.033, 0.046], [0.541, -0.781, -0.928], [-0.564, 0.339, -0.823], [1.440, -0.206, -0.067], [0.608, 0.191, 0.429], [0.664, -0.399, -0.745], [0.309, 0.873, 0.839], [0.970, -0.242, -0.148], [-0.290, 0.134, 0.075], [0.466, 0.609, 0.216], [0.831, -0.865, -2.291], [-0.812, 0.209, 1.065], [0.801, -0.117, -1.092], [-1.526, -1.177, -0.160], [-0.325, -0.010, -0.933], [0.939, 0.700, -0.714], [-2.787, 0.043, -1.513], [-1.394, 0.208, -0.980], [-0.248, -0.416, 1.282], [-1.537, 0.663, 0.747], [1.273, -0.117, 0.031], [0.201, 0.286, -0.066], [-0.743, -0.065, -0.266], [0.028, 0.297, 0.481], [-0.044, 0.919, -0.183], [0.422, 0.302, 0.766], [-0.379, -0.627, 0.247], [1.362, 0.357, 0.479], [0.387, -0.250, 0.245], [1.508, 0.096, 0.554], [0.202, 0.214, 0.528], [1.305, -0.601, 0.966], [0.532, 0.258, -0.040], [-0.712, 0.182, 0.128], [-0.608, 1.766, 0.049], [0.301, 0.083, -1.870], [-0.814, 0.460, 1.080], [-0.182, -0.042, -0.222], [0.850, -1.337, -0.563], [0.472, -0.544, -0.581], [0.604, -0.744, -0.038], [-0.101, -1.022, 0.863], [0.189, -0.410, 0.079], [0.014, 0.091, 0.079], [-0.559, 0.289, 0.100], [0.078, 1.489, 1.079], [0.270, -0.140, -0.683], [-0.521, -0.130, 0.411], [0.756, 0.274, -0.826], [-1.029, 0.484, -0.544], [-0.609, -1.441, 1.314], [0.720, -1.493, 0.728], [1.105, 0.088, 1.189], [-1.784, -0.306, 0.760], [-0.121, 0.229, -0.316], [-0.257, -0.505, 0.248], [0.241, -0.076, 0.190], [-0.239, 0.101, 0.368], [0.814, -0.096, -0.637], [-0.582, 0.346, -0.798], [-0.347, 0.279, 0.157], [-0.325, 0.280, 0.472], [0.361, 0.682, -0.809], [-0.772, 0.609, -0.838], [0.410, -0.171, -0.474], [1.286, 0.061, 0.065]], "lowdin_charge": [0.7531, 0.6744, -0.7069, -0.6724, 0.6730, -0.6587, 0.7808, -0.3231, -0.2025, -0.3516, -0.2546, -0.5266, 0.6576, -0.0410, -0.0465, -0.0473, -0.2505, -0.0588, -0.0761, 0.0188, 0.1302, -0.3321, -0.0089, -0.0766, -0.0207, -0.0958, -0.1926, 0.0972, 0.1081, 0.1468, 0.0715, 0.1125, 0.1408, 0.1227, 0.1042, 0.0633, -0.2479, 0.8880, -0.1962, -0.3673, -0.4179, 0.8800, -0.2074, -0.2271, 0.0423, 0.0672, 0.0681, 0.0585, 0.0383, 0.0173, 0.1170, 0.0730, 0.0747, 0.0876, 0.0398, 0.0383, 0.0380, 0.0462, 0.0096, 0.0209, -0.0641, -0.0318, -0.8321, 0.6774, -0.0258, -0.0631, 0.0731, 0.1197, 0.0329, 0.1109, 0.1073, 0.0465, 0.0772, 0.1020, -0.0386, -0.5401, -0.0420, -0.0208, -0.0739, -0.0261, 0.0859, 0.0764, 0.0793, 0.0885, -0.0519, 0.0980, 0.0861, 0.0749, 0.0502, 0.0945, -0.0083, 0.0853], "lumo_ev": [-3.97, -3.77], "relative_energy_kcal_mol": 53.5, "homo_energy_ev": [-10.54, -10.58], "s_squared": 0.792, "multiplicity": 2, "charge": 1}

=====

No. 2
{"formula": "C32H72AlCl2N7NaO9P2", "method": "ωB97M-V/def2-TZVPD", "symbols": ["C", "C", "C", "C", "C", "P", "C", "C", "C", "C", "C", "C", "C", "O", "C", "C", "C", "N", "N", "N", "C", "C", "C", "C", "C", "H", "H", "H", "H", "H", "H", "H", "H", "H", "H", "H", "H", "H", "H", "H", "H", "H", "H", "H", "H", "H", "H", "H", "H", "H", "H", "H", "H", "H", "H", "H", "H", "H", "H", "H", "H", "H", "H", "H", "H", "H", "H", "H", "H", "H", "H", "H", "H", "Na", "Cl", "O", "P", "N", "C", "C", "N", "C", "C", "N", "C", "C", "H", "H", "H", "H", "H", "H", "H", "H", "H", "H", "H", "H", "H", "H", "H", "H", "H", "H", "Al", "N", "C", "C", "C", "C", "C", "H", "H", "H", "H", "H", "C", "O", "O", "O", "H", "O", "Cl", "O", "O", "O"], "positions_angstrom": [[-1.347, -3.187, -4.704], [-0.360, -3.094, -5.931], [1.060, -2.552, -5.550], [0.936, -1.162, -4.770], [2.032, -0.092, -5.174], [2.980, 0.754, -3.795], [2.925, 0.528, -1.944], [1.564, 0.718, -1.169], [0.688, -0.595, -0.945], [-0.845, -0.305, -1.177], [-1.804, -1.032, -0.140], [-2.638, -2.188, -0.840], [-2.109, -3.625, -0.413], [-0.681, -3.652, -0.506], [-0.085, -3.951, 0.770], [1.989, 2.376, -3.793], [0.463, 2.386, -4.143], [0.133, 2.722, -5.578], [-0.084, 3.597, -3.414], [-0.418, 1.312, -3.689], [4.343, -0.621, -3.954], [5.598, -0.231, -3.028], [3.871, -2.092, -3.655], [4.942, -3.013, -2.914], [4.515, -4.512, -3.277], [-1.458, -4.232, -4.296], [-2.399, -2.863, -5.029], [-1.081, -2.533, -3.837], [-0.854, -2.507, -6.746], [-0.250, -4.138, -6.340], [1.533, -3.282, -4.835], [1.689, -2.430, -6.469], [0.835, -1.348, -3.676], [-0.061, -0.748, -5.104], [1.564, 0.588, -5.941], [2.778, -0.668, -5.792], [4.082, 1.587, -4.273], [3.326, -0.454, -1.568], [3.621, 1.288, -1.481], [0.944, 1.586, -1.481], [1.892, 0.975, -0.119], [0.785, -0.926, 0.128], [1.092, -1.472, -1.530], [-1.148, -0.537, -2.229], [-1.005, 0.796, -0.990], [-1.216, -1.422, 0.721], [-2.510, -0.236, 0.226], [-2.629, -2.071, -1.961], [-3.701, -2.097, -0.470], [-2.526, -4.381, -1.141], [-2.467, -3.844, 0.627], [-0.369, -3.198, 1.562], [-0.434, -4.958, 1.111], [1.027, -3.901, 0.653], [2.468, 3.151, -4.460], [2.113, 2.835, -2.766], [1.037, 2.946, -6.032], [-0.163, 1.832, -6.042], [0.078, 3.450, -2.410], [-1.086, 3.589, -3.627], [-1.228, 1.171, -4.303], [-0.836, 1.589, -2.797], [4.816, -0.623, -4.982], [5.677, 0.898, -3.021], [5.459, -0.531, -1.965], [6.560, -0.608, -3.444], [2.933, -2.125, -3.046], [3.705, -2.605, -4.646], [4.865, -2.939, -1.804], [5.970, -2.892, -3.322], [4.761, -4.625, -4.374], [3.409, -4.670, -3.195], [5.125, -5.278, -2.744], [-3.828, -3.667, -3.925], [-1.771, 2.050, -6.450], [-1.563, 0.051, 2.847], [-1.137, -0.305, 4.290], [-1.580, 1.244, 4.944], [-1.033, 1.919, 6.113], [-2.999, 1.491, 4.865], [0.547, -0.360, 3.917], [1.474, 0.707, 4.270], [0.878, -0.828, 2.566], [-0.789, -0.924, 5.918], [0.273, -1.939, 6.078], [-2.016, -1.551, 6.478], [-1.322, 1.442, 7.058], [-1.390, 2.953, 6.152], [0.047, 2.001, 6.091], [-3.565, 1.049, 5.693], [-3.337, 1.047, 3.923], [-3.223, 2.565, 4.840], [1.167, 1.674, 3.855], [2.482, 0.486, 3.910], [1.591, 0.784, 5.353], [0.769, -0.029, 1.822], [0.237, -1.665, 2.273], [1.907, -1.192, 2.522], [0.155, -2.768, 5.377], [0.259, -2.345, 7.094], [1.266, -1.514, 5.958], [-2.300, -2.443, 5.913], [-2.863, -0.861, 6.453], [-1.871, -1.830, 7.523], [-4.239, 1.608, 2.213], [-7.180, 3.857, 4.131], [-8.159, 4.294, 4.931], [-7.999, 5.308, 5.861], [-6.752, 5.904, 5.975], [-5.721, 5.467, 5.158], [-5.988, 4.450, 4.259], [-9.114, 3.795, 4.808], [-8.828, 5.623, 6.481], [-6.586, 6.699, 6.691], [-4.734, 5.907, 5.217], [-5.215, 4.075, 3.595], [5.188, -0.682, 3.636], [6.221, -1.366, 3.849], [5.150, 0.466, 4.389], [4.233, -0.893, 2.866], [6.005, 0.289, 4.830], [-0.564, 3.535, -0.617], [-1.429, 4.474, 0.081], [-1.025, 4.555, 1.463], [-2.795, 3.995, -0.001], [-1.326, 5.769, -0.543]], "atomic_forces_ev_per_a": [[-0.873, 0.019, 0.215], [-0.091, -0.812, -0.111], [-0.378, 0.455, 0.994], [-0.899, -0.274, -1.018], [-0.729, -1.193, -1.248], [1.942, -0.798, -1.101], [-0.936, 0.022, 1.929], [0.314, -0.571, 1.352], [-0.048, 0.122, -0.022], [0.156, 0.020, 0.899], [-0.175, 0.175, -1.405], [-0.095, -0.298, 1.313], [-0.233, 1.020, -0.785], [-0.706, -0.097, 0.771], [0.212, 0.030, 0.412], [-0.369, 1.725, -0.022], [-3.493, 2.292, 1.020], [3.295, -2.455, 1.076], [1.129, -0.449, -0.314], [0.188, -0.229, -0.377], [2.551, -1.223, 0.900], [-0.889, 1.041, -0.203], [0.925, -0.278, -0.136], [-1.511, -1.508, -0.525], [0.624, 0.766, -1.049], [0.456, 0.756, -0.392], [1.522, 0.027, -0.127], [-0.083, -0.448, -0.745], [0.594, -0.209, 0.733], [-0.074, 1.019, 0.299], [-0.236, 0.536, -0.991], [-0.550, -0.268, 0.802], [0.281, 0.305, -0.817], [0.984, -0.232, 0.549], [0.516, -0.324, 1.102], [-0.411, 0.781, 0.872], [-0.630, -0.121, 0.308], [-0.270, 0.828, -0.935], [-0.487, -0.567, -0.996], [0.502, -0.721, 0.049], [-0.284, 0.042, -1.060], [0.079, 0.461, -1.254], [-0.588, 0.877, 0.282], [0.193, 0.195, 0.831], [0.250, -0.998, -0.309], [-0.673, 0.408, -0.646], [0.601, -0.946, -0.119], [0.081, -0.017, 0.858], [0.837, -0.275, -0.604], [0.286, 0.315, 0.810], [0.335, 0.037, -0.911], [0.136, -0.812, -0.941], [0.538, 0.653, -0.214], [-1.026, -0.224, 0.038], [-0.249, -1.118, 0.461], [-0.338, -0.352, -1.043], [-0.920, 0.926, -0.515], [1.984, -0.031, 0.593], [-0.520, 0.617, -0.222], [0.318, 0.253, 0.478], [0.557, -0.012, -0.132], [0.517, -0.181, -0.253], [-1.000, 0.347, 0.742], [0.118, -1.035, -0.010], [0.306, 0.037, -0.877], [-0.805, 0.098, 0.412], [0.586, -0.018, -0.545], [-0.207, 0.560, 0.982], [0.459, 0.428, -0.859], [-0.733, 0.253, 0.636], [-0.318, -0.106, 1.000], [0.971, 0.003, 0.313], [-0.726, 0.576, -0.163], [-0.182, -0.134, 0.417], [-2.657, 0.352, -0.804], [-3.100, -2.792, 0.735], [6.081, 5.802, -0.042], [-0.803, -0.034, 0.100], [0.116, -0.154, 0.605], [0.286, 0.485, -0.044], [0.046, -0.685, -0.615], [0.217, 0.253, 0.714], [-0.225, -0.121, 0.023], [-1.985, -2.625, -1.218], [0.693, -0.084, -0.010], [-0.395, 0.479, 0.470], [0.004, -0.003, -0.007], [-0.176, -0.131, -0.251], [0.064, -0.294, -0.163], [-0.259, 0.022, -0.048], [-0.072, -0.377, 0.402], [0.046, 0.030, 0.033], [-0.032, 0.034, 0.068], [-0.191, -0.241, -0.196], [-0.163, 0.128, 0.036], [-0.076, 0.032, 0.074], [0.053, 0.339, 0.138], [0.108, 0.170, 0.291], [0.094, -0.036, 0.093], [-0.427, 0.118, -0.036], [-0.176, 0.107, -0.291], [0.046, -0.110, 0.182], [0.076, 0.085, -0.087], [0.108, 0.040, -0.096], [0.488, 0.306, -0.625], [0.187, 0.181, 0.246], [0.099, -0.233, -0.280], [0.131, 0.033, -0.022], [-0.035, 0.049, 0.065], [0.059, 0.024, 0.032], [-0.404, -0.231, -0.011], [-0.019, 0.051, 0.046], [0.005, -0.029, -0.032], [0.000, -0.025, -0.032], [-0.026, -0.014, -0.039], [0.151, 0.154, -0.033], [0.335, -0.722, -0.303], [-0.592, -0.096, -0.461], [0.387, 0.045, 0.336], [-0.097, -0.008, -0.021], [-0.317, 0.774, 0.311], [0.062, -0.535, -0.006], [0.433, 1.223, 0.386], [-0.212, -0.280, -0.265], [-0.403, -0.494, 0.094], [-0.143, -0.656, 0.108]], "lowdin_charge": [-0.1186, -0.2224, -0.1876, -0.2331, -0.2476, 0.8895, -0.2458, -0.1921, -0.1619, -0.1769, -0.1607, -0.1572, -0.2214, -0.2186, -0.0869, -0.2005, -0.5879, -0.0587, 0.1003, 0.1082, -0.4456, -0.1292, -0.2328, -0.2260, -0.1215, 0.0867, 0.0447, 0.0694, 0.1158, 0.1171, 0.1056, 0.1212, 0.0743, 0.0864, 0.0846, 0.0814, 0.0836, 0.0991, 0.1238, 0.0604, 0.1267, 0.0776, 0.0973, 0.0776, 0.0989, 0.0720, 0.0728, 0.0722, 0.1097, 0.1066, 0.1304, 0.0663, 0.1006, 0.1136, 0.1060, 0.1068, 0.1261, -0.1443, 0.0314, 0.0952, 0.0260, 0.0695, 0.1163, 0.0673, 0.0760, 0.0825, 0.0920, 0.0967, 0.1126, 0.1080, 0.0749, 0.0648, 0.0736, 0.7673, 0.3547, -0.3733, 0.7857, -0.2865, -0.1027, -0.2261, -0.3210, -0.1014, -0.1325, -0.2534, -0.1078, -0.1338, 0.0834, 0.0915, 0.0640, 0.0907, -0.1523, 0.0846, 0.0956, 0.0687, 0.0734, 0.0731, 0.0260, 0.0807, 0.0896, 0.0892, 0.0809, 0.0812, 0.0619, 0.0880, 1.0772, 0.0451, -0.1496, -0.0626, -0.0664, -0.0628, -0.1793, 0.1044, 0.1066, 0.1116, 0.1090, 0.0510, -0.8273, -0.0226, 0.0314, -0.0297, 0.0992, -0.4166, 0.6402, -0.3539, -0.4341, -0.3332], "lumo_ev": -6.97, "homo_energy_ev": -8.37, "charge": 1}